[1]
A molecular structure, C4H7NO in a non-equilibrium geometry, computed with ωB97M-V with the def2-TZVPD basis set.

Positions of all 13 atoms, in Å:
C1 1.96 -0.15 0.35
N1 1.12 -1.19 0.92
C2 0.78 -0.65 -0.39
C3 -0.42 0.22 -0.57
C4 -1.24 0.64 0.58
O1 -0.43 1.51 0.09
H1 1.91 0.85 0.76
H2 2.96 -0.47 0.06
H3 0.49 -0.81 1.62
H4 0.94 -1.34 -1.22
H5 -0.86 0.29 -1.54
H6 -3.80 0.59 -0.68
H7 -3.41 0.52 0.01

Values from the calculation:
HOMO (eV): -9.5
Energy above the lowest of the compared OMol25 structures with the same formula, charge and spin (eV): 6.141
Multiplicity: 1
Charge: 0

How positive or negative is each atom? The natural (NBO) charges in e answer that: atom 1 (C): -0.25, atom 2 (N): -0.57, atom 3 (C): -0.13, atom 4 (C): -0.11, atom 5 (C): 0.30, atom 6 (O): -0.41, atom 7 (H): 0.20, atom 8 (H): 0.20, atom 9 (H): 0.35, atom 10 (H): 0.21, atom 11 (H): 0.20, atom 12 (H): -0.01, atom 13 (H): 0.01

***

[2]
A molecular structure, C41H54AsNO5ScSi4Te in a non-equilibrium geometry, computed with ωB97M-V with the def2-TZVPD basis set.

Positions of all 108 atoms, in Å:
Sc1 10.39 11.47 14.57
C1 13.64 9.59 17.65
C2 12.35 9.51 17.01
C3 11.29 10.15 17.55
C4 10.00 10.03 17.06
C5 9.79 9.13 15.96
C6 10.82 8.42 15.40
C7 12.08 8.62 15.99
H1 14.10 10.55 17.71
H2 14.35 8.90 17.18
H3 13.51 9.15 18.59
H4 11.33 10.86 18.40
H5 9.17 10.59 17.48
H6 8.80 9.09 15.56
H7 10.64 7.86 14.50
H8 12.99 8.09 15.52
O1 8.35 11.36 14.61
C8 7.46 11.06 13.82
C9 7.60 11.29 12.37
C10 6.46 11.42 11.64
C11 6.52 11.61 10.33
C12 7.77 11.82 9.75
C13 8.97 11.61 10.44
C14 8.93 11.33 11.80
O2 10.05 11.36 12.55
N1 5.27 11.91 9.53
O3 4.18 11.70 10.00
O4 5.37 12.39 8.40
H9 6.49 10.68 14.14
H10 5.44 11.39 12.06
H11 7.80 12.08 8.71
H12 9.92 11.78 10.06
C15 9.41 18.17 18.70
Si1 10.36 16.50 18.22
C16 12.27 16.80 18.00
C17 10.10 15.18 19.55
Si2 9.48 15.65 16.14
Te1 11.11 13.94 15.32
Si3 7.45 14.64 16.65
C18 7.84 13.09 17.63
C19 6.22 14.00 15.29
C20 6.54 15.85 17.82
Si4 9.07 17.51 14.60
C21 8.35 16.66 13.04
C22 10.79 18.42 14.22
C23 7.81 18.69 15.37
H13 9.71 18.30 19.75
H14 8.34 18.05 18.76
H15 9.69 19.02 18.06
H16 12.50 16.88 16.86
H17 13.00 16.07 18.26
H18 12.61 17.77 18.48
H19 10.41 15.56 20.52
H20 10.67 14.33 19.30
H21 9.04 14.85 19.41
H22 8.87 13.14 17.92
H23 7.73 12.17 17.08
H24 7.18 13.10 18.56
H25 6.68 13.59 14.39
H26 5.51 14.76 14.98
H27 5.60 13.18 15.75
H28 6.50 15.40 18.88
H29 5.54 16.09 17.43
H30 7.15 16.73 17.79
H31 9.01 15.81 12.73
H32 8.25 17.36 12.16
H33 7.38 16.47 13.39
H34 11.35 17.64 13.68
H35 11.33 18.72 15.12
H36 10.58 19.32 13.63
H37 6.98 17.99 15.64
H38 7.55 19.42 14.68
H39 8.26 19.08 16.31
O5 12.35 11.10 14.09
As1 13.32 10.86 12.75
C24 14.07 12.50 12.16
C25 13.13 13.39 11.69
C26 13.58 14.57 11.07
C27 14.95 14.80 10.90
C28 15.91 13.96 11.46
C29 15.42 12.83 12.14
C30 14.73 9.65 13.26
C31 14.58 8.26 12.95
C32 15.54 7.39 13.46
C33 16.51 7.89 14.30
C34 16.69 9.25 14.54
C35 15.73 10.13 14.06
C36 12.59 9.99 11.18
C37 13.33 10.33 10.04
C38 12.96 9.70 8.84
C39 11.89 8.89 8.84
C40 11.19 8.52 9.98
C41 11.53 9.08 11.18
H40 12.14 13.26 11.85
H41 12.86 15.41 10.86
H42 15.28 15.79 10.47
H43 17.02 14.17 11.30
H44 16.18 12.06 12.19
H45 13.83 7.91 12.17
H46 15.63 6.37 13.25
H47 17.24 7.22 14.66
H48 17.47 9.67 15.23
H49 15.77 11.12 14.44
H50 14.13 11.02 10.17
H51 13.46 10.01 7.94
H52 11.62 8.50 7.87
H53 10.26 7.99 9.83
H54 11.04 8.94 12.18

Values from the calculation:
HOMO (eV): -9.6
Energy above the lowest of the compared OMol25 structures with the same formula, charge and spin (eV): 2.373
Multiplicity: 1
Charge: +1

Atomic partial charges in e from the Mulliken method, atoms 1 to 99: atom 1 (Sc): -0.05, atom 2 (C): -1.91, atom 3 (C): 0.98, atom 4 (C): 0.02, atom 5 (C): -0.87, atom 6 (C): -0.92, atom 7 (C): -0.70, atom 8 (C): 0.20, atom 9 (H): 0.33, atom 10 (H): 0.38, atom 11 (H): 0.50, atom 12 (H): 0.40, atom 13 (H): 0.45, atom 14 (H): 0.72, atom 15 (H): 0.52, atom 16 (H): 0.06, atom 17 (O): 0.00, atom 18 (C): -0.53, atom 19 (C): 0.40, atom 20 (C): -0.04, atom 21 (C): -0.62, atom 22 (C): -0.68, atom 23 (C): -1.01, atom 24 (C): 0.57, atom 25 (O): 1.15, atom 26 (N): 0.94, atom 27 (O): -0.58, atom 28 (O): -0.57, atom 29 (H): 0.34, atom 30 (H): 0.52, atom 31 (H): 0.48, atom 32 (H): 0.79, atom 33 (C): -1.23, atom 34 (Si): 0.74, atom 35 (C): -1.12, atom 36 (C): -0.85, atom 37 (Si): -0.07, atom 38 (Te): -0.95, atom 39 (Si): 0.35, atom 40 (C): -0.69, atom 41 (C): -1.11, atom 42 (C): -0.52, atom 43 (Si): 0.52, atom 44 (C): -0.88, atom 45 (C): -0.98, atom 46 (C): -0.86, atom 47 (H): 0.39, atom 48 (H): 0.43, atom 49 (H): 0.31, atom 50 (H): 0.19, atom 51 (H): 0.41, atom 52 (H): 0.35, atom 53 (H): 0.45, atom 54 (H): 0.18, atom 55 (H): 0.07, atom 56 (H): 0.07, atom 57 (H): 0.00, atom 58 (H): 0.41, atom 59 (H): 0.06, atom 60 (H): 0.55, atom 61 (H): 0.33, atom 62 (H): 0.30, atom 63 (H): 0.39, atom 64 (H): -0.28, atom 65 (H): 0.13, atom 66 (H): 0.39, atom 67 (H): 0.25, atom 68 (H): 0.19, atom 69 (H): 0.32, atom 70 (H): 0.38, atom 71 (H): 0.13, atom 72 (H): 0.52, atom 73 (H): 0.18, atom 74 (O): 0.69, atom 75 (As): 1.24, atom 76 (C): -0.28, atom 77 (C): -0.55, atom 78 (C): -0.80, atom 79 (C): -0.45, atom 80 (C): -0.81, atom 81 (C): -0.11, atom 82 (C): 0.24, atom 83 (C): -0.13, atom 84 (C): -0.87, atom 85 (C): -0.59, atom 86 (C): -0.91, atom 87 (C): -0.15, atom 88 (C): 0.05, atom 89 (C): -0.86, atom 90 (C): -0.84, atom 91 (C): -0.62, atom 92 (C): -0.58, atom 93 (C): 0.30, atom 94 (H): 0.93, atom 95 (H): 0.35, atom 96 (H): 0.31, atom 97 (H): 0.37, atom 98 (H): 0.31, atom 99 (H): 0.14

***

[3]
A molecular structure, C6H14N4, computed with ωB97M-V with the def2-TZVPD basis set.

Positions of all 24 atoms, in Å:
C1 -1.03 -2.08 -1.85
C2 -1.64 -0.99 -1.10
C3 -1.33 -0.88 1.68
N1 -0.97 -1.68 0.89
N2 -2.26 0.01 -1.01
H1 -2.32 0.40 0.28
H2 0.05 -2.07 -1.68
H3 -1.25 -1.98 -2.91
H4 -1.41 -3.03 -1.48
H5 -1.29 -0.63 2.73
H6 -2.12 0.27 1.19
C4 0.52 2.46 -0.31
N3 1.25 0.17 -0.53
C5 1.08 1.23 0.35
N4 1.92 -1.01 -0.18
C6 1.33 1.15 1.67
H7 1.41 0.43 -1.50
H8 1.31 -1.55 0.42
H9 2.78 -0.79 0.33
H10 -0.45 2.23 -0.75
H11 1.18 2.82 -1.10
H12 0.39 3.26 0.42
H13 1.71 0.25 2.14
H14 1.14 2.00 2.31

Values from the calculation:
HOMO (eV): -8.2
Energy above the lowest of the compared OMol25 structures with the same formula, charge and spin (eV): 4.824
Multiplicity: 1
Charge: 0

How positive or negative is each atom? The natural (NBO) charges in e answer that: atom 1 (C): -0.71, atom 2 (C): 0.46, atom 3 (C): 0.05, atom 4 (N): -0.49, atom 5 (N): -0.49, atom 6 (H): 0.24, atom 7 (H): 0.27, atom 8 (H): 0.24, atom 9 (H): 0.26, atom 10 (H): 0.23, atom 11 (H): -0.07, atom 12 (C): -0.65, atom 13 (N): -0.46, atom 14 (C): 0.20, atom 15 (N): -0.66, atom 16 (C): -0.57, atom 17 (H): 0.37, atom 18 (H): 0.37, atom 19 (H): 0.34, atom 20 (H): 0.23, atom 21 (H): 0.21, atom 22 (H): 0.23, atom 23 (H): 0.20, atom 24 (H): 0.21

***

[4]
3 unconnected molecules or ions with the total composition C5H8O, computed with ωB97M-V with the def2-TZVPD basis set.

Positions of all 14 atoms, in Å:
C1 -0.83 -0.91 -0.18
C2 -1.01 0.45 -0.66
C3 -0.15 1.22 0.37
C4 1.11 0.79 0.45
C5 1.44 -0.44 -0.36
O1 0.38 -1.40 -0.11
H1 -1.35 -0.06 1.56
H2 -1.61 -1.63 0.03
H3 -0.55 0.60 -1.64
H4 -2.06 0.76 -0.69
H5 -0.99 0.76 1.49
H6 1.77 1.06 1.27
H7 2.36 -0.95 -0.07
H8 1.47 -0.25 -1.44

Values from the calculation:
HOMO (alpha / beta) (eV): -7.9 / -7.9
Energy above the lowest of the compared OMol25 structures with the same formula, charge and spin (eV): 5.920
Multiplicity: 1
Charge: 0

How positive or negative is each atom? The natural (NBO) charges in e answer that: atom 1 (C): 0.30, atom 2 (C): -0.59, atom 3 (C): -0.11, atom 4 (C): -0.40, atom 5 (C): -0.12, atom 6 (O): -0.44, atom 7 (H): -0.08, atom 8 (H): 0.22, atom 9 (H): 0.26, atom 10 (H): 0.24, atom 11 (H): 0.10, atom 12 (H): 0.22, atom 13 (H): 0.21, atom 14 (H): 0.18

***

no.,energy (Eh)
1,-286.40595
2,-6447.98780
3,-455.86171
4,-270.34034